Run one
C6H14NO | ωB97M-V/def2-TZVPD

Total charge: -1
Frontier orbital gap in eV: 5.215

Structure (XYZ):
```
22
Properties=species:S:1:pos:R:3:mulliken_charge:R:1
C -0.889 -0.440 -0.332 -0.564
C -1.916 0.671 -0.452 0.322
C -2.928 0.716 0.713 -0.668
O -3.439 -0.514 0.964 -0.858
C -0.476 1.010 -0.169 -1.259
N 2.316 1.285 -0.159 -0.652
C 2.853 0.091 -0.331 0.437
C 3.722 -0.562 0.738 -1.040
H -0.923 -1.039 0.573 0.224
H -0.562 -0.928 -1.237 0.363
H -3.108 -1.981 -1.236 -0.069
H -2.324 0.857 -1.453 0.354
H -3.720 1.465 0.469 0.231
H -2.374 1.171 1.598 0.145
H 0.113 1.421 -0.986 0.465
H -0.226 1.338 0.840 0.303
H -2.560 -2.428 -1.420 0.043
H 1.709 0.406 0.263 -0.068
H 2.964 -0.371 -1.344 0.336
H 4.770 -0.255 0.607 0.291
H 3.663 -1.653 0.641 0.297
H 3.337 -0.258 1.714 0.368
```



Run two
C6H14NO | ωB97M-V/def2-TZVPD

Total charge: -1
Frontier orbital gap in eV: 6.566
Structure (SMILES): CCCNCCC[O-]

Structure (XYZ):
```
22
Properties=species:S:1:pos:R:3:mulliken_charge:R:1
C 0.023 0.251 0.958 -0.378
N 0.060 0.486 -0.457 -0.554
C 0.307 -0.788 -1.221 -0.608
C -0.258 -0.565 -2.592 -0.659
C -1.811 -0.395 -2.419 -0.417
O -2.180 0.706 -1.706 -0.849
C 1.229 0.750 1.756 -0.243
C 1.063 0.707 3.301 -1.205
H -0.785 0.844 1.400 0.263
H -0.208 -0.818 1.262 0.194
H -1.016 0.700 -0.864 0.477
H 1.394 -1.006 -1.148 0.271
H -0.206 -1.687 -0.774 0.242
H 0.360 0.019 -3.289 0.336
H -0.221 -1.572 -3.111 0.272
H -2.300 -0.367 -3.418 0.300
H -2.072 -1.337 -1.871 0.188
H 2.255 0.288 1.579 0.204
H 1.339 1.846 1.556 0.205
H 0.068 1.052 3.558 0.345
H 1.793 1.249 3.907 0.350
H 1.165 -0.363 3.595 0.270
```



Run three
C6H14NO | ωB97M-V/def2-TZVPD

Total charge: -1
Frontier orbital gap in eV: 5.519
Structure (SMILES): CN(C)CCCC[O-]

Structure (XYZ):
```
22
Properties=species:S:1:pos:R:3:mulliken_charge:R:1
C -0.297 1.046 -0.348 -0.319
C 0.957 1.773 -0.890 -0.600
C 1.884 2.476 0.147 -0.488
O 2.712 3.355 -0.419 -0.875
C -0.272 -0.455 -0.738 -0.813
N -1.179 -1.310 0.050 -0.027
C -1.176 -1.052 1.493 -1.131
C -0.975 -2.715 -0.176 -1.009
H -1.232 1.445 -0.738 0.242
H -0.172 1.092 0.731 0.332
H 0.655 2.564 -1.593 0.328
H 1.549 1.120 -1.546 0.302
H 2.402 1.645 0.698 0.125
H 1.205 2.878 0.961 0.141
H -0.648 -0.501 -1.764 0.280
H 0.770 -0.804 -0.751 0.445
H -1.615 -0.086 1.698 0.332
H -1.640 -1.897 2.008 0.367
H -0.131 -1.134 1.868 0.364
H -1.867 -3.301 0.098 0.325
H -0.686 -2.849 -1.221 0.348
H -0.241 -3.291 0.433 0.331
```



Run four
C6H14NO | ωB97M-V/def2-TZVPD

Total charge: -1
Frontier orbital gap in eV: 6.305

Structure (XYZ):
```
22
Properties=species:S:1:pos:R:3:mulliken_charge:R:1
C 1.816 -1.874 -0.422 -1.277
C 0.813 -0.740 -0.581 -0.070
C -1.885 -0.690 -0.540 -1.336
C -2.266 0.450 0.364 -0.098
C -3.808 0.688 0.307 -1.180
N 0.729 0.291 0.331 -0.261
C 2.213 0.894 0.696 -0.555
O 2.981 1.157 -0.297 -0.759
H 1.732 -2.294 0.584 0.282
H 1.534 -2.653 -1.129 0.410
H 2.817 -1.482 -0.568 0.316
H 0.555 -0.552 -1.616 0.255
H -1.507 -1.562 -0.013 0.306
H -2.585 -0.987 -1.316 0.292
H -2.019 0.288 1.426 0.278
H -1.762 1.391 0.122 0.268
H -4.137 1.706 0.564 0.323
H -4.378 -0.044 0.876 0.281
H -4.007 0.473 -0.745 0.281
H -0.293 0.007 0.203 0.666
H 1.909 1.766 1.314 0.344
H 2.536 0.134 1.448 0.234
```



It is run one that is the least stable of them.



Run one
C2H5NO2 | ωB97M-V/def2-TZVPD

Frontier orbital gap in eV: 10.918
Structure (SMILES): CC[N+](=O)[O-]

Structure (XYZ):
```
10
Properties=species:S:1:pos:R:3:mulliken_charge:R:1
C -1.166 0.105 -0.457 -0.774
C -0.008 -0.216 0.564 -0.354
H -0.577 0.983 -0.854 0.291
H -1.438 -0.818 -1.138 0.256
H -2.314 0.516 0.051 0.250
H 0.082 0.468 1.494 0.261
H 0.044 -1.249 0.816 0.332
N 1.395 0.048 -0.036 0.745
O 2.053 -0.987 -0.305 -0.519
O 1.928 1.150 -0.135 -0.488
```



Run two
C2H5NO2 | ωB97M-V/def2-TZVPD

Frontier orbital gap in eV: 10.140
Structure (SMILES): NC(=O)CO

Structure (XYZ):
```
10
Properties=species:S:1:pos:R:3:mulliken_charge:R:1
C -0.514 0.367 0.060 0.405
C 0.619 0.097 -0.739 -0.235
H -1.180 -0.459 2.022 0.233
H 0.280 -1.070 1.266 0.308
H 0.281 0.509 -1.772 0.304
H 1.439 0.690 -0.623 0.254
H 1.142 -1.859 -0.953 0.330
N -0.613 -0.493 1.122 -0.392
O -1.062 1.391 -0.228 -0.582
O 1.275 -1.034 -0.237 -0.624
```



Run three
C2H5NO2 | ωB97M-V/def2-TZVPD

Frontier orbital gap in eV: 10.514

Structure (XYZ):
```
10
Properties=species:S:1:pos:R:3:mulliken_charge:R:1
C 1.421 0.271 0.009 -0.569
C -1.326 -0.388 -0.079 0.636
O 0.092 0.661 0.396 -0.630
O -2.060 0.603 -0.354 -0.615
N -0.710 -1.392 0.357 -0.456
H -0.894 1.416 -0.015 0.527
H -1.922 -1.643 -0.049 0.305
H 1.825 -0.447 0.725 0.247
H 2.130 1.104 -0.005 0.281
H 1.443 -0.184 -0.985 0.273
```



Run four
C2H5NO2 | ωB97M-V/def2-TZVPD

Frontier orbital gap in eV: 9.866
Structure (SMILES): NCC(=O)O

Structure (XYZ):
```
10
Properties=species:S:1:pos:R:3:mulliken_charge:R:1
O -1.355 0.440 -1.538 -0.542
C -0.508 0.545 -0.695 0.580
O 0.325 1.600 -0.694 -0.474
C -0.333 -0.367 0.519 -0.364
N 0.910 -1.066 0.634 -0.445
H 0.002 2.327 -1.271 0.339
H -0.617 0.220 1.415 0.214
H -1.096 -1.142 0.498 0.321
H 1.742 -0.517 0.720 0.189
H 0.931 -2.040 0.412 0.183
```



It is run three that is the least stable of them.



Run one
C2H5NO2 | ωB97M-V/def2-TZVPD

Frontier orbital gap in eV: 9.964
Structure (SMILES): CO/C=N\O

Structure (XYZ):
```
10
Properties=species:S:1:pos:R:3:mulliken_charge:R:1
C -0.304 0.841 1.082 -0.354
C 0.961 -0.004 -1.128 0.140
H -0.222 1.888 1.575 0.215
H -1.354 0.400 0.782 0.219
H 0.367 0.083 1.686 0.236
H 2.022 0.053 -1.555 0.322
H -1.434 -1.990 -0.520 0.319
N 0.298 -1.128 -1.307 -0.308
O 0.467 0.960 -0.286 -0.385
O -0.801 -1.102 -0.329 -0.405
```



Run two
C2H5NO2 | ωB97M-V/def2-TZVPD

Frontier orbital gap in eV: 10.373
Structure (SMILES): O=CO.C=N

Structure (XYZ):
```
10
Properties=species:S:1:pos:R:3:mulliken_charge:R:1
C -2.472 0.537 -0.043 0.260
C 0.992 -0.391 -0.112 -0.280
N 1.457 -1.526 -0.324 -0.498
O -1.827 0.128 -0.988 -0.500
O -2.513 0.020 1.193 -0.416
H -3.142 1.427 -0.159 0.309
H 1.288 -1.877 -1.280 0.236
H 1.396 0.092 0.789 0.295
H 0.271 0.123 -0.737 0.249
H -1.973 -0.673 1.538 0.346
```



Run three
C2H5NO2 | ωB97M-V/def2-TZVPD

Frontier orbital gap in eV: 10.352
Structure (SMILES): NCC(=O)O

Structure (XYZ):
```
10
Properties=species:S:1:pos:R:3:mulliken_charge:R:1
C -0.348 -0.109 0.509 -0.604
C 0.906 0.002 -0.392 0.500
H -1.542 0.449 -1.164 0.276
H -1.595 -1.216 -0.412 0.260
H -0.395 0.766 1.292 0.285
H -0.364 -0.832 1.204 0.369
H 1.914 0.832 0.796 0.288
N -1.530 -0.166 -0.376 -0.555
O 2.228 0.395 0.017 -0.478
O 0.725 -0.123 -1.474 -0.340
```



Run four
C2H5NO2 | ωB97M-V/def2-TZVPD

Frontier orbital gap in eV: 10.433
Structure (SMILES): CC(=O)NO

Structure (XYZ):
```
10
Properties=species:S:1:pos:R:3:mulliken_charge:R:1
C 1.390 -0.153 -0.027 -0.889
C -0.014 0.417 -0.066 0.686
H 1.893 -0.341 1.102 0.246
H 2.137 0.665 -0.517 0.268
H 1.352 -1.195 -0.768 0.276
H -0.897 -1.369 0.463 0.263
H -2.111 0.944 0.097 0.360
N -1.032 -0.548 -0.206 -0.198
O -0.385 1.557 -0.065 -0.629
O -2.333 0.022 -0.013 -0.384
```



It is run one that is the least stable of them.



Run one
C2H5NO2 | ωB97M-V/def2-TZVPD

Frontier orbital gap in eV: 8.047
Structure (SMILES): [NH3+]/C([O-])=C\O

Structure (XYZ):
```
10
Properties=species:S:1:pos:R:3:mulliken_charge:R:1
N 1.191 0.065 -0.462 -0.520
C -0.001 -0.862 0.401 0.736
O 0.427 -1.919 0.790 -0.589
C -1.127 -0.145 0.150 -0.709
O -1.072 1.256 -0.009 -0.556
H 1.968 -0.546 -0.701 0.284
H 1.496 0.949 -0.069 0.291
H 0.512 0.203 -1.215 0.376
H -2.097 -0.603 0.248 0.367
H -1.298 1.602 0.867 0.321
```



Run two
C2H5NO2 | ωB97M-V/def2-TZVPD

Frontier orbital gap in eV: 11.591
Structure (SMILES): CC[N+](=O)[O-]

Structure (XYZ):
```
10
Properties=species:S:1:pos:R:3:mulliken_charge:R:1
C 0.281 -0.929 -0.584 -1.053
C 0.490 0.335 0.244 -0.258
N -0.836 0.911 0.541 0.862
O -1.390 0.530 1.542 -0.536
O -1.285 1.698 -0.255 -0.536
H -0.231 -0.691 -1.514 0.332
H 1.243 -1.376 -0.820 0.305
H -0.312 -1.651 -0.027 0.331
H 0.977 0.099 1.192 0.277
H 1.062 1.074 -0.318 0.277
```



Run three
C2H5NO2 | ωB97M-V/def2-TZVPD

Frontier orbital gap in eV: 10.759
Structure (SMILES): CC(=O)NO

Structure (XYZ):
```
10
Properties=species:S:1:pos:R:3:mulliken_charge:R:1
C -0.223 0.544 -0.021 0.630
C 1.505 0.235 -0.009 -0.914
N -0.832 -0.594 0.198 -0.107
O -0.726 1.652 -0.192 -0.598
O -2.296 -0.625 0.191 -0.402
H 1.499 -0.658 0.716 0.250
H 1.930 -0.084 -0.927 0.270
H 2.061 0.989 0.393 0.330
H -0.420 -1.468 0.181 0.201
H -2.498 0.009 -0.531 0.339
```



It is run two that is the least stable of them.



Run one
C6H11NO2 | ωB97M-V/def2-TZVPD

Frontier orbital gap in eV: 10.272
Structure (SMILES): [H]/N=C(\C)C(=O)O.C=CC

Structure (XYZ):
```
20
Properties=species:S:1:pos:R:3:mulliken_charge:R:1
C 3.332 0.266 -1.530 -1.040
C 3.774 1.146 0.806 0.526
C 3.890 -0.033 -0.169 0.555
O 3.930 0.768 2.074 -0.432
N 4.721 -0.933 0.143 -0.592
O 3.696 2.301 0.474 -0.545
H 3.955 1.540 2.663 0.354
H 5.058 -1.518 -0.621 0.253
H 3.614 1.268 -1.846 0.289
H 3.676 -0.457 -2.267 0.345
H 2.244 0.234 -1.474 0.286
C -5.431 -1.194 0.623 -0.932
C -4.167 -0.404 0.491 0.076
C -3.828 0.240 -0.626 -0.702
H -3.741 -0.093 1.437 0.271
H -6.176 -0.652 1.206 0.241
H -5.893 -1.391 -0.343 0.299
H -5.251 -2.128 1.154 0.275
H -4.337 0.039 -1.556 0.225
H -3.066 1.001 -0.637 0.247
```



Run two
C6H11NO2 | ωB97M-V/def2-TZVPD

Frontier orbital gap in eV: 8.298

Structure (XYZ):
```
20
Properties=species:S:1:pos:R:3:mulliken_charge:R:1
C -0.143 0.296 0.463 -0.690
C -1.451 -0.134 -0.023 1.639
C -2.613 -0.324 0.972 -1.638
C -1.408 -0.754 -1.345 -1.327
C 2.727 1.149 -0.047 -1.204
C 1.849 0.041 -0.512 0.150
N 1.709 -1.183 0.094 -0.132
O 2.344 -1.475 1.092 -0.462
O -0.906 1.279 -0.059 -0.444
H 0.375 0.271 1.413 0.412
H -2.975 0.562 1.418 0.432
H -2.257 -0.766 1.897 0.334
H -3.566 -0.748 0.807 0.453
H -0.809 -1.681 -1.237 0.287
H -0.972 -0.041 -2.052 0.343
H -2.468 -1.072 -1.625 0.374
H 3.383 0.915 0.800 0.347
H 2.302 2.025 0.311 0.371
H 3.369 1.481 -0.851 0.360
H 1.511 0.159 -1.518 0.394
```



It is run two that is the least stable of them.



Run one
C6H11NO2 | ωB97M-V/def2-TZVPD

Frontier orbital gap in eV: 10.039
Structure (SMILES): CCCN1OCCC1=O

Structure (XYZ):
```
20
Properties=species:S:1:pos:R:3:mulliken_charge:R:1
O -1.493 1.628 0.313 -0.635
O 1.647 0.204 0.383 -0.392
C -0.299 1.347 0.286 0.281
N 0.255 0.124 0.180 0.397
C -0.486 -2.227 -1.714 -1.115
C 1.941 1.473 0.983 -0.329
C 0.763 2.332 0.770 -0.519
C -0.668 -0.890 0.598 -0.671
C -1.397 -1.408 -0.709 -0.695
H -0.186 -3.122 -1.159 0.269
H 0.331 -1.562 -2.062 0.275
H -0.981 -2.493 -2.576 0.416
H 2.781 1.926 0.415 0.241
H 2.216 1.396 2.014 0.281
H 0.848 3.097 -0.051 0.240
H 0.498 2.824 1.615 0.356
H -1.482 -0.418 1.190 0.311
H -0.271 -1.696 1.132 0.467
H -1.803 -0.546 -1.179 0.331
H -2.215 -1.990 -0.428 0.490
```



Run two
C6H11NO2 | ωB97M-V/def2-TZVPD

Frontier orbital gap in eV: 8.035

Structure (XYZ):
```
20
Properties=species:S:1:pos:R:3:mulliken_charge:R:1
C 0.833 0.612 -1.730 -0.901
C -1.252 1.081 0.841 -1.432
N 0.766 -0.603 -0.971 -0.245
C -0.450 -1.010 -0.374 0.503
C -1.453 -0.246 0.203 0.657
C 1.246 -0.679 0.548 -0.097
C 1.967 0.268 1.147 -0.854
O -0.773 -2.319 -0.693 -0.549
O -2.630 -0.874 0.473 -0.501
H -0.094 -2.615 -1.315 0.388
H -3.189 -0.299 1.010 0.331
H 1.283 -1.695 0.922 0.274
H 1.817 0.643 -2.207 0.291
H 0.795 1.556 -1.166 0.271
H -0.007 0.639 -2.434 0.361
H -0.984 0.939 1.898 0.278
H -0.435 1.646 0.390 0.208
H -2.160 1.685 0.769 0.520
H 2.035 1.282 0.786 0.230
H 2.687 -0.008 1.902 0.267
```



It is run two that is the least stable of them.